The following is a quantum chemistry calculation of C19H26AuFNO2Te as an isolated structure, from the Open Molecules 2025 dataset.

XYZ file:
```
51
C19H26AuFNO2Te | the Open Molecules 2025 dataset | ωB97M-V with the def2-TZVPD basis set
Au -0.548 -0.555 -0.161
F -1.360 -4.356 4.636
C -1.177 -3.587 3.551
C -0.297 -4.003 2.573
C -0.108 -3.199 1.453
C -0.801 -2.008 1.297
C -1.679 -1.620 2.313
C -1.874 -2.398 3.446
H 0.233 -4.938 2.692
H 0.577 -3.546 0.687
H -2.224 -0.682 2.240
H -2.552 -2.096 4.234
C 2.955 1.792 -1.486
N 2.695 2.151 -0.061
C 3.403 3.413 0.279
C 1.206 2.197 0.337
C 0.290 2.329 -0.842
C 0.152 3.580 -1.442
C -0.573 3.727 -2.611
C -1.161 2.605 -3.179
C -1.066 1.371 -2.549
C -0.363 1.193 -1.355
H 4.030 1.679 -1.608
H 2.582 2.589 -2.121
H 2.445 0.867 -1.726
H 3.078 1.384 0.499
H 2.996 4.212 -0.337
H 4.464 3.293 0.073
H 3.252 3.637 1.331
H 1.116 3.018 1.047
H 1.032 1.262 0.858
H 0.615 4.450 -0.985
H -0.677 4.699 -3.074
H -1.715 2.693 -4.105
H -1.555 0.526 -3.023
C 3.016 -2.507 -0.978
O 1.655 -2.022 -0.909
C 1.445 -0.989 -0.098
O 2.336 -0.442 0.513
H 2.979 -3.377 -1.624
H 3.368 -2.774 0.016
H 3.667 -1.744 -1.400
C -4.399 0.161 0.528
Te -3.157 -0.842 -0.868
C -3.576 -2.792 -0.155
H -4.196 -0.214 1.527
H -5.432 -0.027 0.249
H -4.184 1.225 0.468
H -4.623 -3.005 -0.353
H -3.350 -2.848 0.907
H -2.941 -3.481 -0.706
```

Computed properties:
**Energy**: -1448.11214 Ha
**LUMO**: -2.6 eV
**ΔE to the lowest compared entry with this formula, charge and spin**: 0.0 kcal/mol
**Total charge**: +1
**Spin multiplicity**: 1
**Maximum force**: 0.65 eV Å⁻¹